Record 1
{"formula": "C6H9N", "method": "ωB97M-V with the def2-TZVPD basis set", "smiles": "C[C@]12C[C@H]1[C@H]1N[C@H]12", "homo_lumo_gap_ha": 0.3521, "mol_weight_g_mol": 95.14, "de_lowest_ev": 4.1870, "symbols": ["C", "C", "C", "C", "C", "N", "C", "H", "H", "H", "H", "H", "H", "H", "H", "H"], "coordinates": [[1.5803, -0.6652, 0.9565], [0.4787, -0.1490, 0.0847], [0.5847, 0.7072, -1.1001], [-0.3142, 1.1806, 0.0510], [-1.6030, 0.3210, 0.2960], [-1.9196, -0.5063, -0.8294], [-0.8568, -0.9277, 0.0896], [1.2104, -0.6326, 1.9847], [2.4774, -0.0473, 0.8670], [1.8471, -1.7057, 0.7136], [1.5816, 1.1605, -1.1403], [0.1930, 0.5084, -2.0890], [-0.3565, 2.2572, 0.1397], [-2.3348, 0.4524, 1.0977], [-1.6068, -0.0557, -1.6858], [-0.9614, -1.8980, 0.5642]], "forces_ev_per_a": [[0.0, 0.2, 0.0], [0.2, -0.2, -0.3], [-0.1, -0.2, -0.3], [-0.4, 0.1, -0.1], [-0.2, 0.2, -0.1], [0.0, -0.2, -0.3], [0.1, -0.3, 0.2], [0.3, -0.1, 0.1], [-0.1, 0.0, 0.1], [-0.1, 0.3, 0.0], [-0.6, 0.5, 0.1], [0.0, -0.5, -0.1], [0.7, 0.0, 1.2], [0.3, 0.4, -0.4], [0.0, -0.4, 0.0], [-0.1, 0.2, 0.0]], "lowdin_charge": [-0.026, -0.389, -0.075, -0.103, -0.221, 0.065, -0.192, 0.086, 0.081, 0.088, 0.118, 0.094, 0.118, 0.138, 0.083, 0.136]}

---

Record 2
{"formula": "C6H14NO3P", "method": "ωB97M-V with the def2-TZVPD basis set", "smiles": "CC(C)CCNC(=O)O[PH2]=O", "homo_lumo_gap_ha": 0.3972, "mol_weight_g_mol": 179.16, "de_lowest_ev": 0.0000, "symbols": ["C", "C", "C", "C", "C", "N", "C", "O", "O", "P", "O", "H", "H", "H", "H", "H", "H", "H", "H", "H", "H", "H", "H", "H", "H"], "coordinates": [[0.6575, -1.5758, 0.5191], [1.7188, -0.4617, 0.5212], [2.4174, -0.3064, -0.8394], [1.1944, 0.8433, 1.1140], [0.2910, 1.6892, 0.1949], [-0.4128, 0.9050, -0.8392], [-1.8070, 1.0022, -0.7636], [-2.4384, 1.8913, -0.3620], [-2.4330, -0.1295, -1.2772], [-3.3069, -0.9732, -0.1885], [-4.7227, -0.9144, -0.4404], [0.0831, -1.5955, -0.3927], [0.0330, -1.4320, 1.3928], [1.1754, -2.5082, 0.6941], [2.4805, -0.8124, 1.2067], [3.4870, -0.2549, -0.7072], [2.2483, -1.2160, -1.3987], [2.0679, 0.5390, -1.4060], [0.6132, 0.5886, 1.9932], [2.0099, 1.4718, 1.4450], [-0.3668, 2.2836, 0.8146], [0.9288, 2.3984, -0.3155], [-0.1597, 1.2969, -1.7385], [-2.7838, -2.2715, -0.3039], [-2.9752, -0.4577, 1.0771]], "forces_ev_per_a": [[0.7, 0.5, 0.5], [0.0, 0.0, -0.2], [-0.1, -0.6, 0.6], [-0.7, -0.2, -0.4], [1.0, 0.1, 0.0], [-0.1, 0.5, 0.3], [1.0, -1.7, -1.3], [-1.5, 2.1, 1.5], [0.6, -0.4, 0.8], [0.4, 0.0, -0.5], [-1.8, -0.1, -0.2], [-0.3, -0.1, -0.2], [-0.5, -0.1, 0.1], [0.0, -0.5, -0.3], [0.2, 0.0, 0.3], [0.4, 0.4, 0.0], [-0.1, -0.1, -0.4], [0.0, 0.3, -0.3], [0.0, -0.1, 0.4], [0.3, 0.2, 0.1], [-0.4, 0.1, -0.1], [0.1, 0.3, -0.2], [0.1, -0.5, -0.3], [0.3, 0.2, 0.1], [0.5, 0.0, -0.2]], "lowdin_charge": [-0.082, -0.416, -0.058, -0.161, -0.173, 0.065, -0.619, 0.176, -0.161, 0.620, -0.360, 0.057, 0.067, 0.073, 0.119, 0.071, 0.073, 0.056, 0.101, 0.110, 0.113, 0.112, 0.142, 0.028, 0.045]}

---

Record 3
{"formula": "C8H9N2O5PtS", "method": "ωB97M-V with the def2-TZVPD basis set", "charge": 1, "multiplicity": 3, "homo_lumo_gap_ha": [0.2581, 0.2400], "mol_weight_g_mol": 440.31, "de_lowest_ev": 0.0000, "symbols": ["O", "C", "Pt", "O", "C", "C", "O", "C", "O", "C", "O", "H", "C", "N", "C", "S", "N", "C", "H", "H", "H", "H", "H", "H", "H", "H"], "coordinates": [[0.7663, -3.3039, -4.5198], [0.9617, -3.1221, -3.4092], [-0.1963, 0.2742, 0.0734], [1.8510, -1.2478, 1.7573], [1.1023, -1.0031, 0.8712], [-2.0871, 2.6052, -0.8058], [-2.7062, 3.3890, -1.3475], [-1.8761, -0.5665, 0.4575], [-2.8662, -1.0522, 0.8122], [1.0680, 1.4745, -0.7155], [1.8632, 2.2446, -1.0684], [0.7077, -1.4904, -0.1088], [2.6297, 0.7696, 4.1091], [1.5171, 1.6620, 3.7719], [0.3108, 1.2062, 3.3789], [-0.5359, 2.0387, 2.1126], [-0.2840, 0.1636, 3.9630], [0.0763, -0.4367, 5.2456], [2.3787, 0.1971, 5.0027], [3.5098, 1.3845, 4.3195], [2.8552, 0.0829, 3.2838], [1.7875, 2.4938, 3.2416], [-1.2216, -0.0277, 3.6093], [0.5103, 0.3062, 5.9212], [-0.8351, -0.8396, 5.6999], [0.7736, -1.2685, 5.0949]], "forces_ev_per_a": [[0.4, 0.4, 2.3], [-0.4, -0.3, -2.3], [-0.6, 1.6, 0.8], [-0.9, -0.2, -1.5], [0.5, -0.2, 0.9], [-1.3, 1.6, -1.0], [1.0, -1.3, 0.9], [-3.8, -1.7, 1.5], [2.9, 1.4, -1.1], [3.4, 3.4, -1.5], [-2.6, -2.6, 1.1], [1.5, -1.6, 0.3], [0.3, -0.1, 0.5], [-0.3, 0.0, -1.0], [0.1, -0.3, 0.4], [-0.3, -0.1, -0.5], [-0.1, 0.6, -0.2], [-0.1, -0.4, 0.1], [0.4, 0.1, -0.2], [-0.3, -0.1, 0.0], [-0.1, 0.3, 0.3], [-0.2, -0.4, 0.3], [0.5, 0.1, 0.1], [-0.2, -0.1, -0.2], [0.2, 0.2, -0.1], [-0.1, 0.2, 0.1]], "mulliken_spin": [-0.001, 0.002, 0.393, 0.188, 0.408, 0.038, -0.009, 0.216, 0.073, 0.198, 0.071, 0.056, -0.002, 0.016, 0.000, 0.308, 0.041, -0.002, 0.001, -0.001, 0.002, -0.001, 0.002, 0.001, 0.000, 0.002]}

---

Record 4
{"formula": "CH5NO3S2", "method": "ωB97M-V with the def2-TZVPD basis set", "homo_lumo_gap_ha": 0.3239, "mol_weight_g_mol": 143.19, "de_lowest_ev": 1.9267, "symbols": ["C", "N", "O", "O", "O", "S", "S", "H", "H", "H", "H", "H"], "coordinates": [[1.5051, 0.6210, 1.1131], [-2.0209, -1.9353, -0.2609], [-0.2957, 1.7309, -0.3840], [1.0198, -0.0213, -1.3804], [-2.9668, -2.5515, 0.1754], [-1.7134, -1.6042, -1.8744], [1.2295, 1.1963, -0.6219], [1.5826, 1.4509, 1.7357], [0.6473, -0.1291, 1.3926], [2.2857, -0.1492, 1.0637], [-0.5863, 2.1081, 0.4570], [-0.6870, -0.7166, -1.4157]], "forces_ev_per_a": [[-1.9, -3.6, -1.7], [-0.3, -0.1, 2.9], [-0.6, 0.4, -0.5], [0.2, -0.6, -0.7], [0.6, 0.3, -1.6], [0.6, 0.9, -0.3], [-0.1, 0.0, 1.9], [0.5, 1.1, 1.4], [0.9, 1.9, -0.6], [0.7, 1.0, 0.2], [0.5, -0.2, 0.1], [-1.1, -1.3, -1.0]], "lowdin_charge": [-0.222, -0.554, -0.323, -0.524, -0.130, 0.761, 0.857, 0.015, 0.104, 0.055, 0.076, -0.113]}

---

Record 5
{"formula": "CH7NO", "method": "ωB97M-V with the def2-TZVPD basis set", "smiles": "CN.O", "homo_lumo_gap_ha": 0.3632, "mol_weight_g_mol": 49.07, "de_lowest_ev": 0.9659, "symbols": ["C", "N", "H", "H", "H", "H", "H", "O", "H", "H"], "coordinates": [[1.8907, 0.2727, -0.0480], [0.7814, -0.5762, 0.0208], [2.9357, -0.0838, -0.4910], [1.5104, 1.2212, -0.6063], [2.2994, 0.5242, 1.0243], [0.2126, -0.2852, 0.7890], [0.1497, -0.4386, -0.8377], [-3.3394, 0.1881, -0.0407], [-3.1900, -0.1880, 0.8405], [-3.2505, -0.6343, -0.6509]], "forces_ev_per_a": [[3.3, 3.1, 0.3], [-2.2, -1.7, -1.9], [-2.6, 0.2, 0.2], [1.7, -0.9, 1.1], [-1.2, -0.1, -1.8], [-0.4, 0.0, 0.5], [1.4, -0.4, 1.7], [0.4, -2.4, -1.3], [-0.1, 0.2, -0.3], [-0.3, 2.2, 1.6]], "lowdin_charge": [-0.286, -0.119, 0.090, 0.086, 0.091, 0.041, 0.098, -0.109, 0.025, 0.084]}

---

Record 6
{"formula": "C13H29N3NiO2P2", "method": "ωB97M-V with the def2-TZVPD basis set", "charge": 1, "multiplicity": 4, "homo_lumo_gap_ha": [0.2494, 0.2528], "mol_weight_g_mol": 380.03, "de_lowest_ev": 0.0000, "symbols": ["Ni", "P", "P", "N", "N", "H", "H", "H", "C", "H", "C", "H", "H", "C", "C", "C", "C", "H", "H", "H", "H", "H", "H", "H", "C", "C", "C", "O", "H", "H", "H", "H", "H", "H", "H", "C", "N", "C", "C", "C", "O", "H", "H", "H", "H", "H", "H", "H", "H", "H"], "coordinates": [[0.0995, -0.6193, -0.1380], [2.0564, -0.2284, -0.8094], [0.5946, -1.1605, 1.8614], [-0.5419, 0.0225, -1.7931], [-1.7263, -0.7297, 0.3270], [-2.4268, -0.1551, -2.7608], [-3.3268, 0.5929, -0.1715], [-2.1683, 1.4009, -1.9177], [-1.9996, 0.3105, -1.8633], [-3.4365, -1.0144, -0.9034], [-2.7161, -0.2194, -0.6182], [-0.0996, 0.4318, -3.7855], [-3.1254, -1.3550, 1.7792], [0.2769, 0.2557, -2.7701], [-2.0668, -1.2197, 1.5234], [1.7507, 0.3836, -2.5358], [-1.0574, -1.5584, 2.4201], [2.0835, 1.4272, -2.5350], [-1.2757, -1.9746, 3.4017], [1.4012, -2.2879, 2.2091], [1.0287, -0.1454, 2.7695], [2.9652, -1.2604, -1.1578], [2.8388, 0.8369, -0.2599], [0.6743, -3.7113, -1.9329], [0.3562, -4.7664, -1.8679], [0.0085, -5.1124, -0.4088], [-0.8109, -4.9753, -2.8379], [1.5762, -5.0699, -2.2791], [-1.0658, -5.0704, -0.2231], [0.3530, -6.1263, -0.1801], [0.5094, -4.4285, 0.2850], [-0.8796, -4.1510, -3.5623], [-0.6535, -5.8976, -3.4111], [-1.7707, -5.0574, -2.3165], [2.3473, -0.1886, -3.2122], [0.9464, 5.3406, 2.7948], [0.3073, 4.4311, 1.8626], [-0.9394, 4.8182, 1.2530], [0.8057, 3.2184, 1.5136], [2.0995, 2.8171, 2.1647], [0.1713, 2.5294, 0.6913], [0.3144, 6.2291, 2.8775], [1.9469, 5.6389, 2.4518], [1.0724, 4.8882, 3.7884], [-0.8549, 4.8418, 0.1595], [-1.7404, 4.1099, 1.4988], [-1.1862, 5.8067, 1.6309], [2.0018, 2.8077, 3.2574], [2.3843, 1.8206, 1.8266], [2.8985, 3.5234, 1.9043]], "forces_ev_per_a": [[-0.3, 0.0, 0.6], [1.8, 0.4, -1.3], [0.4, -0.5, 1.4], [0.2, 1.5, -2.1], [-0.9, 0.1, 0.3], [0.1, 0.2, 0.1], [0.4, -0.4, 0.0], [0.4, -0.5, -0.1], [0.3, -0.2, -0.8], [0.4, 0.2, 0.2], [-0.5, -0.4, 0.4], [0.0, 0.2, 0.2], [0.3, 0.1, 0.0], [-1.5, 0.2, 0.4], [-0.1, -0.2, 0.2], [-0.2, -0.1, 1.2], [-0.8, -0.1, 0.3], [-0.3, -0.1, -0.5], [-0.1, 0.1, -0.3], [-0.3, 0.5, 0.3], [0.0, -0.6, -0.1], [0.3, 0.4, 0.5], [0.1, -0.7, -0.3], [-0.7, 1.2, 0.4], [-1.1, 0.5, 0.6], [0.4, -0.1, 0.1], [0.0, -0.2, -0.6], [1.2, -1.4, -0.5], [0.1, 0.1, -0.1], [-0.1, 0.1, -0.1], [0.0, -0.1, -0.1], [0.0, -0.3, 0.2], [0.0, 0.2, 0.2], [0.2, 0.1, -0.1], [0.3, -0.2, -0.7], [0.4, 0.0, 0.2], [0.4, -0.5, 0.0], [-0.5, 0.1, -0.3], [-1.1, 0.3, -0.6], [0.2, -0.2, 0.0], [1.0, 0.0, 0.7], [0.3, -0.2, 0.1], [-0.3, 0.1, 0.0], [-0.2, 0.2, -0.2], [0.0, 0.1, 0.2], [0.1, 0.2, 0.0], [-0.2, 0.0, -0.2], [0.0, 0.0, -0.2], [0.0, 0.1, 0.0], [-0.2, -0.1, 0.1]], "mulliken_spin": [0.857, 0.055, 0.077, 0.062, 0.500, 0.002, 0.031, 0.004, 0.004, 0.032, -0.053, 0.003, 0.008, -0.005, -0.090, 0.002, 0.430, -0.002, 0.006, 0.022, 0.030, 0.020, 0.013, 0.063, 0.062, 0.037, 0.026, 0.815, -0.003, -0.002, 0.000, 0.003, -0.002, -0.002, -0.004, 0.000, 0.000, 0.000, -0.001, 0.003, -0.002, 0.000, 0.000, 0.000, 0.000, 0.000, 0.000, 0.000, -0.002, 0.000]}